Formula: C5H11NO
Source: OMol25
Level of theory: ωB97M-V with the def2-TZVPD basis set

```
18
Properties=species:S:1:pos:R:3:forces:R:3:lowdin_charge:R:1
C -1.9625 0.1788 -1.1117 -0.05 0.00 0.01 -0.0932
C -0.8771 -0.4768 -0.2591 -0.23 -0.35 0.30 -0.2328
C 0.4629 0.2402 -0.0204 0.46 -0.21 -0.37 -0.3689
C 0.3448 1.6723 0.5723 0.13 -0.10 -0.19 -0.0496
N 1.0233 -0.6686 0.9759 0.21 -0.29 0.10 0.0027
C 2.0492 -1.3934 0.4424 0.39 -0.35 -0.10 -0.3275
O 2.5734 -1.1410 -0.6369 0.26 -0.46 0.77 -0.0085
H -1.8641 1.2682 -1.1846 0.03 -0.19 0.16 0.0692
H -1.9304 -0.2208 -2.1308 0.00 0.15 0.14 0.0719
H -2.9534 -0.0430 -0.7064 0.07 0.07 -0.10 0.0695
H -1.2115 -0.7847 0.7907 -0.43 0.84 -1.28 0.1183
H -0.6238 -1.4525 -0.6867 -0.03 0.06 -0.15 0.1113
H 1.3058 0.0290 -0.8460 -2.48 1.57 1.03 0.1603
H 0.5539 2.4604 -0.1574 -0.07 -0.19 -0.02 0.0693
H -0.6417 1.8984 1.0132 0.21 -0.35 -0.25 0.0761
H 1.0699 1.7856 1.3869 -0.04 -0.04 -0.25 0.0712
H 0.2631 -1.1320 1.5128 1.62 0.11 -0.09 0.1332
H 2.4181 -2.2200 1.0457 -0.06 -0.26 0.29 0.1276
```
Forces are in eV/Å.

Properties
Energy   -327.07583 a.u.
Net charge   0
SMILES   CC[C@@H](C)NC=O
ΔE to the lowest compared entry with this formula, charge and spin   145.77 kJ/mol
Multiplicity   1

Formula: C64H144NO3P4
Source: OMol25
Level of theory: ωB97M-V with the def2-TZVPD basis set

```
216
Properties=species:S:1:pos:R:3:forces:R:3:lowdin_charge:R:1
C -1.5447 -7.0661 -3.0277 -0.94 1.18 1.52 -0.1495
C -0.9273 -8.1469 -3.7923 0.13 -1.28 0.18 -0.2639
C -1.6672 -9.4982 -3.4878 -0.62 0.47 -1.40 -0.2268
C -1.1788 -10.7159 -4.2403 0.25 -0.65 -0.27 -0.2693
P -2.0098 -12.3344 -3.9082 -0.80 1.87 0.52 1.0018
C -3.8091 -12.2156 -4.2992 1.02 0.67 -0.07 -0.2536
C -4.8250 -11.4758 -3.3681 -0.56 -0.39 -1.48 -0.2161
C -6.1431 -11.4249 -4.1749 -0.95 0.55 0.86 -0.2637
C -7.4103 -11.0972 -3.3129 1.46 -0.76 -0.16 -0.0882
C -1.7494 -12.6877 -2.1679 0.72 -0.55 0.87 -0.2674
C -0.2731 -12.9224 -1.6902 -0.11 0.19 -0.79 -0.2552
C -0.2678 -13.2639 -0.2382 1.38 -1.71 1.40 -0.2637
C 1.0393 -13.9509 0.3375 -0.15 0.46 -1.12 -0.0842
C -1.1840 -13.4249 -5.0507 -0.42 0.75 -0.51 -0.2739
C -1.4988 -13.1651 -6.5722 -0.04 -1.83 0.05 -0.2027
C -0.7425 -14.2819 -7.4313 -1.16 1.41 0.44 -0.2268
C -1.4973 -14.6232 -8.7281 0.52 -0.13 -0.12 -0.1052
H -2.5615 -6.7817 -3.2986 -0.05 -0.19 -0.27 0.0862
H -0.9306 -6.1708 -3.1254 -0.10 0.10 0.38 0.0859
H -1.5888 -7.4326 -2.0021 -0.01 0.68 0.42 0.0771
H 0.0736 -8.1917 -3.3629 0.37 -0.43 -0.51 0.1116
H -0.8842 -7.7298 -4.7984 0.12 -1.22 -0.55 0.1204
H -2.6885 -9.4380 -3.8640 -0.33 0.66 0.24 0.0952
H -1.7827 -9.6877 -2.4206 0.45 0.22 0.14 0.1095
H -0.1016 -10.8547 -4.1491 0.14 -0.30 0.25 0.1023
H -1.3318 -10.5767 -5.3104 -0.06 0.16 -0.14 0.0914
H -4.1340 -13.1614 -4.7329 -0.21 -0.44 0.77 0.0985
H -3.6996 -11.6788 -5.2415 -0.28 0.66 -0.17 0.0906
H -4.5495 -10.4306 -3.2276 0.41 -0.27 0.62 0.0993
H -5.0664 -12.0269 -2.4592 0.58 0.17 0.23 0.1134
H -6.2331 -12.4267 -4.5949 -0.45 0.32 -0.64 0.1038
H -6.1297 -10.5914 -4.8772 0.50 -0.56 -0.70 0.1101
H -7.5307 -11.9642 -2.6634 -0.52 0.25 0.28 0.0710
H -8.2960 -10.9323 -3.9265 0.13 -0.12 0.06 0.0762
H -7.1973 -10.2047 -2.7245 -0.22 -0.01 0.12 0.0716
H -2.3571 -13.5383 -1.8591 0.16 -0.64 -0.45 0.1025
H -2.2383 -11.9659 -1.5137 0.12 0.80 -0.41 0.1006
H 0.3825 -12.0523 -1.7255 -0.28 0.38 -0.78 0.1137
H 0.1993 -13.6851 -2.3093 -0.04 -0.22 0.03 0.1108
H -1.0146 -14.0358 -0.0525 -0.62 0.58 0.40 0.1086
H -0.3696 -12.3214 0.2999 -0.69 -0.29 0.36 0.1134
H 1.2094 -14.9579 -0.0435 -0.50 -0.15 -0.07 0.0701
H 1.0249 -14.0204 1.4252 -0.07 0.23 -0.12 0.0728
H 1.9362 -13.4351 -0.0054 0.07 0.40 0.32 0.0655
H -1.4697 -14.4397 -4.7735 0.43 -0.15 -0.12 0.1100
H -0.1614 -13.1575 -4.7847 0.43 -0.73 -0.30 0.0955
H -1.3563 -12.1545 -6.9550 0.47 -0.01 0.30 0.1054
H -2.5577 -13.3659 -6.7346 -0.19 0.00 0.17 0.0929
H -0.6211 -15.1412 -6.7718 0.10 -0.12 -0.24 0.0987
H 0.2325 -13.8613 -7.6772 0.15 -0.35 -0.02 0.1073
H -2.5270 -14.9761 -8.6709 -0.07 0.16 0.70 0.0741
H -0.9824 -15.4425 -9.2299 0.19 0.17 -0.17 0.0754
H -1.5088 -13.7567 -9.3892 0.09 -0.03 -0.10 0.0768
C -3.0678 15.8638 1.0165 1.14 1.11 0.11 -0.0750
C -1.5517 16.3488 1.0366 -0.43 -0.04 0.42 -0.2349
C -0.5856 15.2077 1.3743 -0.40 0.40 -1.11 -0.2519
C 0.8516 15.5171 0.9578 0.51 1.02 -0.23 -0.3029
P 2.0572 14.2329 1.2337 -2.05 0.62 1.12 1.0115
C 2.2057 14.1273 3.0883 1.52 -0.86 -1.39 -0.2503
C 1.1774 13.4897 4.0136 -0.82 1.66 0.30 -0.2361
C 1.7492 13.4943 5.4316 0.14 0.68 0.48 -0.2831
C 0.9583 12.7071 6.4605 0.99 -1.33 -0.68 -0.0970
C 1.2296 12.7502 0.6002 0.68 -0.76 0.43 -0.2859
C 2.0021 11.4513 0.5880 0.83 -1.49 -1.23 -0.2626
C 1.2792 10.4825 -0.3957 0.66 -0.88 0.84 -0.2469
C 1.8023 9.0012 -0.3839 -1.37 1.11 -0.31 -0.0874
C 3.5554 14.6677 0.3139 0.13 0.72 0.67 -0.2318
C 4.1383 16.1165 0.6267 0.33 -0.66 0.32 -0.2208
C 5.4655 16.5695 -0.0656 -1.24 0.48 -0.05 -0.2323
C 5.7031 18.0433 0.3168 0.61 -0.11 1.03 -0.1089
H -3.8013 16.6652 1.1059 0.36 0.42 -0.19 0.0671
H -3.3355 15.2382 1.8680 0.37 -0.50 -0.25 0.0693
H -3.2387 15.4206 0.0355 -0.14 -0.48 0.30 0.0716
H -1.2905 17.1318 1.7485 -0.69 0.35 0.05 0.1062
H -1.2585 16.7326 0.0595 -0.30 0.07 -0.15 0.1035
H -0.9826 14.4081 0.7490 0.30 -0.71 0.56 0.1063
H -0.6213 15.0375 2.4503 -0.14 -0.54 -0.20 0.1027
H 1.2345 16.4185 1.4363 -0.05 0.03 0.74 0.1023
H 1.0411 15.8574 -0.0602 -0.80 -0.39 -0.64 0.1054
H 2.6262 15.0649 3.4520 -0.29 0.20 -0.04 0.1070
H 3.0498 13.4382 3.1144 0.52 -0.15 0.36 0.0880
H 0.8227 12.5465 3.5982 0.20 -0.26 0.44 0.1137
H 0.3133 14.1404 4.1483 -0.35 -0.09 -0.64 0.1023
H 1.7809 14.4813 5.8929 -0.02 0.69 -0.86 0.1151
H 2.8082 13.2461 5.3612 0.03 -0.72 0.43 0.1096
H -0.0634 13.0129 6.6858 0.15 0.28 -0.34 0.0829
H 1.5403 12.6756 7.3816 -0.21 -0.10 0.07 0.0805
H 0.9679 11.7180 6.0025 -0.54 -0.54 0.70 0.0719
H 0.9156 12.8652 -0.4373 -0.25 0.72 0.09 0.1132
H 0.3736 12.5287 1.2376 -0.32 0.63 -0.14 0.0999
H 2.1241 10.9402 1.5430 -0.22 0.31 0.26 0.1114
H 3.0077 11.5440 0.1779 0.26 0.34 0.12 0.1064
H 1.4044 10.8437 -1.4165 -0.37 0.27 0.02 0.1088
H 0.2336 10.4850 -0.0879 -0.22 -0.03 -0.37 0.1066
H 1.8655 8.6375 0.6417 0.75 -0.05 -0.12 0.0703
H 2.6517 8.8982 -1.0593 0.38 -0.15 0.70 0.0729
H 1.0169 8.3896 -0.8279 -0.04 -0.04 -0.14 0.0694
H 3.2720 14.5322 -0.7299 0.07 0.03 -0.14 0.1046
H 4.2109 13.8438 0.5962 0.65 0.21 -0.25 0.0913
H 4.3446 16.1504 1.6964 0.19 -0.23 0.24 0.1035
H 3.4121 16.9258 0.5500 -0.39 -0.33 -0.64 0.0939
H 5.4077 16.5764 -1.1540 -0.21 -0.59 -0.05 0.1054
H 6.2569 15.8962 0.2637 0.19 0.23 -0.16 0.1090
H 6.4147 18.5727 -0.3168 -0.08 -0.25 -0.15 0.0783
H 6.1122 18.0943 1.3258 0.20 -0.03 0.12 0.0737
H 4.8057 18.6559 0.4021 -0.26 -0.22 -0.49 0.0724
C -3.5502 4.8718 3.3745 -0.13 0.16 -0.66 -0.1131
C -4.6591 3.9923 2.8242 -0.48 -1.52 1.52 -0.2430
C -4.7974 2.7166 3.7203 0.45 -0.42 -0.24 -0.2352
C -5.5039 1.5338 2.9995 0.53 0.13 0.06 -0.2478
P -5.6579 -0.0760 3.8839 1.28 1.22 0.91 1.0246
C -6.7285 0.2293 5.3074 0.48 0.69 -0.49 -0.2775
C -7.0214 -0.9797 6.1600 -0.60 -0.65 0.73 -0.2400
C -8.4929 -1.0383 6.5930 -1.03 0.56 0.03 -0.2492
C -8.9336 0.0776 7.5731 0.57 0.47 -0.62 -0.0934
C -6.1589 -1.3189 2.7087 0.47 0.83 0.12 -0.2838
C -6.1929 -2.7955 3.0932 -0.25 0.60 0.33 -0.2521
C -6.2813 -3.6755 1.8583 -1.20 -0.31 -0.45 -0.2332
C -7.6443 -3.4504 1.0983 1.32 0.38 0.59 -0.0734
C -3.9529 -0.6186 4.4248 -0.36 -0.18 -1.30 -0.2276
C -2.9870 -0.8715 3.2235 0.72 -0.45 0.17 -0.2180
C -1.5319 -0.9884 3.7860 -1.13 -0.28 0.45 -0.2522
C -0.8562 0.2846 4.2360 1.07 0.51 -0.39 -0.1135
H -2.5682 4.4112 3.4825 -0.05 -0.40 -0.49 0.0708
H -3.7528 5.2336 4.3825 -0.39 0.45 -0.23 0.0781
H -3.5028 5.6288 2.5917 0.52 0.71 0.68 0.0779
H -4.4834 3.6887 1.7922 0.13 0.07 0.00 0.1170
H -5.6121 4.5186 2.8775 0.02 0.20 -0.27 0.1114
H -5.2625 2.9068 4.6876 -0.34 0.38 -0.10 0.1022
H -3.7717 2.4715 3.9963 0.14 -0.52 -0.13 0.0922
H -4.9311 1.2853 2.1060 0.05 0.05 -0.21 0.0922
H -6.4600 1.9198 2.6461 -0.33 -0.45 0.06 0.1087
H -7.6324 0.7591 5.0068 -0.19 -0.27 -0.48 0.1075
H -6.1817 1.0384 5.7916 0.17 -0.09 0.53 0.0942
H -6.3864 -0.9825 7.0460 0.07 -0.04 0.03 0.1212
H -6.7928 -1.8945 5.6134 0.05 -0.06 0.05 0.0816
H -8.8473 -2.0278 6.8819 0.66 -0.11 0.67 0.1078
H -9.1482 -0.9018 5.7328 0.21 0.21 -0.56 0.1018
H -8.8979 1.0453 7.0726 -0.07 0.10 -0.49 0.0604
H -8.2376 0.2836 8.3863 -0.21 -0.72 0.45 0.0749
H -9.9756 0.0044 7.8843 0.24 -0.37 0.30 0.0795
H -5.3876 -1.0615 1.9828 -0.16 -0.38 -0.79 0.0964
H -7.1290 -0.9514 2.3742 -0.03 -0.22 -0.44 0.1109
H -7.0520 -2.7845 3.7640 -0.20 -1.08 -0.06 0.1011
H -5.3303 -3.1428 3.6618 0.14 0.41 0.16 0.1065
H -6.0950 -4.7107 2.1446 -0.19 -0.06 -0.03 0.1044
H -5.4481 -3.3632 1.2287 0.02 -0.18 -0.28 0.1076
H -8.4802 -3.4966 1.7963 0.00 0.08 0.01 0.0748
H -7.8863 -4.0812 0.2430 0.45 -0.14 0.15 0.0726
H -7.4993 -2.4326 0.7362 -0.75 0.05 -0.28 0.0614
H -4.0991 -1.6290 4.8065 -0.11 0.20 0.68 0.0849
H -3.4237 0.0123 5.1390 -0.63 0.14 0.18 0.0901
H -3.0783 -0.1866 2.3805 0.16 0.36 0.19 0.1105
H -3.2020 -1.8544 2.8042 -0.26 -0.04 -0.08 0.0985
H -0.8943 -1.6609 3.2122 -0.04 0.55 -0.68 0.1095
H -1.6394 -1.5858 4.6913 -0.14 -0.15 0.31 0.1019
H 0.1954 0.0490 4.3994 0.04 -0.09 0.57 0.0724
H -1.2632 0.7279 5.1448 -0.06 -0.18 0.06 0.0682
H -0.7467 1.0965 3.5171 -0.62 -0.11 -0.44 0.0763
C 3.4884 -0.9582 -6.5055 0.48 -0.73 0.28 -0.1011
C 3.6854 -0.5096 -5.0959 -0.65 0.94 1.57 -0.2940
C 4.2079 -1.5916 -4.0935 -0.16 1.39 -1.10 -0.2274
C 4.7188 -0.8385 -2.8433 -0.35 -0.52 -0.32 -0.2681
P 5.5763 -1.8779 -1.6248 0.45 0.11 0.98 1.0283
C 7.2574 -2.3182 -2.2290 -0.17 0.06 1.26 -0.2310
C 8.0149 -3.2983 -1.2664 -0.76 -1.23 -1.99 -0.2328
C 9.4721 -3.4510 -1.7504 -0.97 0.40 1.81 -0.2689
C 9.6961 -4.1103 -3.0524 0.26 -0.56 -1.62 -0.1164
C 4.6946 -3.4391 -1.2924 0.72 1.34 -1.53 -0.2862
C 5.0373 -4.2520 -0.0989 -0.75 -0.60 1.20 -0.2710
C 4.5833 -5.7254 -0.3729 1.77 0.25 1.30 -0.2283
C 4.7126 -6.5936 0.9039 -0.95 0.53 -0.50 -0.0946
C 5.6818 -0.9760 -0.0464 1.00 -0.67 -1.50 -0.2659
C 6.4071 0.3393 -0.3073 -0.62 1.61 1.65 -0.2404
C 6.3097 1.1719 1.0061 0.78 0.78 0.24 -0.2495
C 6.9331 0.6680 2.3148 -0.23 -0.45 0.33 -0.1070
H 2.7205 -0.4087 -7.0499 0.24 -0.05 0.02 0.0872
H 3.2515 -2.0209 -6.4531 -0.19 -0.08 -0.60 0.0743
H 4.4877 -0.8308 -6.9216 -0.28 -0.27 -0.84 0.0817
H 2.7743 -0.1574 -4.6120 -0.45 -0.03 -0.24 0.1144
H 4.2607 0.4155 -5.1309 0.64 -0.15 0.34 0.1075
H 4.9031 -2.2438 -4.6221 0.36 -0.05 0.35 0.1063
H 3.2982 -2.1487 -3.8693 0.29 -0.39 0.31 0.1135
H 3.8410 -0.3195 -2.4585 -0.16 -0.35 0.73 0.1175
H 5.3426 0.0260 -3.0706 0.55 -0.34 -0.34 0.0961
H 7.9272 -1.4653 -2.3385 -0.46 0.49 -0.05 0.0961
H 7.1166 -2.7188 -3.2328 0.10 -0.31 0.05 0.0930
H 7.5709 -4.2838 -1.4074 -0.20 -0.27 -0.18 0.0939
H 7.8820 -3.1892 -0.1901 0.39 0.99 -0.10 0.1027
H 9.8805 -4.1085 -0.9830 0.79 0.54 0.15 0.1186
H 9.8470 -2.4275 -1.7599 0.79 -0.19 0.31 0.1133
H 9.3116 -3.5605 -3.9114 -0.25 0.07 0.00 0.0747
H 9.3256 -5.1337 -3.1102 -0.35 0.00 0.17 0.0846
H 10.7572 -4.2213 -3.2759 0.14 0.18 0.25 0.0854
H 5.0574 -4.0101 -2.1471 -0.81 -0.26 -0.53 0.0998
H 3.6464 -3.1441 -1.3412 -0.18 -0.54 -0.27 0.1144
H 4.5806 -3.8273 0.7951 -0.35 -0.09 0.10 0.1181
H 6.1009 -4.2339 0.1388 -0.06 -0.27 -0.21 0.0862
H 5.4162 -6.0612 -0.9908 -0.54 -0.30 -0.84 0.1014
H 3.5998 -5.8389 -0.8288 0.24 0.26 -0.23 0.1122
H 5.3444 -6.0578 1.6123 0.17 -0.51 0.13 0.0723
H 5.0599 -7.5969 0.6573 0.25 0.15 0.23 0.0732
H 3.7193 -6.7072 1.3384 0.08 0.01 0.31 0.0691
H 6.2633 -1.5727 0.6563 0.10 -0.15 -0.06 0.0897
H 4.6773 -0.9474 0.3757 -0.09 0.63 -0.13 0.1169
H 5.9838 1.0014 -1.0625 -0.88 -0.33 -0.07 0.1006
H 7.4241 0.3348 -0.6995 0.34 -0.99 0.56 0.1142
H 5.2673 1.3565 1.2656 -0.21 -0.02 -0.45 0.1085
H 6.7440 2.1452 0.7775 -0.05 0.17 0.06 0.1057
H 6.6818 1.2774 3.1829 -0.21 0.62 -0.34 0.0738
H 8.0192 0.6009 2.3783 0.00 -0.30 -0.50 0.0765
H 6.4567 -0.2639 2.6193 0.36 -0.48 -0.19 0.0609
N -2.2670 1.2951 -1.9747 1.89 -0.91 1.23 -0.6843
O -3.0835 0.4096 -1.9573 -2.38 -2.41 -0.21 -0.0844
O -2.6548 2.4460 -2.1199 1.00 1.53 -0.24 -0.0651
O -1.0506 0.9244 -1.7385 -0.43 1.66 -0.51 -0.1648
```
Forces are in eV/Å.

Properties
Energy   -4169.77020 a.u.
Net charge   +3
ΔE to the lowest compared entry with this formula, charge and spin   511.74 kJ/mol
Multiplicity   1

Question: Which value of energy does entry 1 give?
Answer: -327.07583 a.u.

Question: Among the records above, which one has the lowest ΔE to the lowest compared entry with this formula, charge and spin?
Answer: C5H11NO